Entry 1:
83
Properties=species:S:1:pos:R:3:mulliken_spin:R:1 method="wB97M-V/def2-TZVPD" relative_energy_kj_mol=285.32 orbital_gap_ev="5.038 / 2.853" spin_multiplicity=2 charge=+2
C -0.64 7.43 -6.30 0.000
C -0.81 6.04 -6.54 0.000
C -1.13 5.66 -7.87 0.000
C -1.24 6.65 -8.85 0.000
N -1.07 7.96 -8.62 0.000
C -0.78 8.32 -7.36 0.000
C -0.68 5.08 -5.50 0.000
C -0.57 4.25 -4.60 0.000
C -0.44 3.29 -3.56 0.000
C 0.62 3.36 -2.63 0.000
C 0.74 2.41 -1.61 0.000
C -0.18 1.36 -1.47 -0.001
C -1.24 1.29 -2.40 0.008
C -1.38 2.23 -3.43 -0.001
Cu 0.00 0.00 0.00 0.002
P 1.89 -0.91 -1.02 0.000
H -1.27 4.60 -8.12 0.000
H -0.40 7.78 -5.29 0.000
H -1.48 6.36 -9.88 0.000
H -0.64 9.40 -7.19 0.000
H -2.20 2.16 -4.14 -0.001
H 1.35 4.18 -2.72 0.000
H -1.98 0.48 -2.33 -0.003
H 1.58 2.50 -0.90 0.000
C 2.19 -2.57 -0.24 0.000
C 3.17 -3.55 -0.90 0.000
H 1.18 -3.02 -0.19 0.000
H 2.46 -2.33 0.80 0.000
H 3.41 -4.36 -0.18 0.000
H 2.74 -4.02 -1.79 0.000
H 4.12 -3.06 -1.18 0.000
C 1.79 -1.17 -2.86 0.005
C 2.86 -0.55 -3.76 0.001
H 0.79 -0.79 -3.14 0.000
H 1.72 -2.27 -3.00 -0.002
H 2.60 -0.73 -4.82 0.000
H 2.92 0.54 -3.62 0.000
H 3.86 -0.98 -3.59 0.000
C 3.39 0.16 -0.72 0.000
C 4.78 -0.49 -0.75 0.000
H 3.20 0.59 0.28 0.000
H 3.31 0.98 -1.45 0.000
H 5.55 0.28 -0.60 0.000
H 4.88 -1.23 0.06 0.000
H 4.99 -1.00 -1.71 0.000
Br 0.23 -1.72 1.86 0.000
P -2.68 -3.59 -4.34 0.673
C -0.80 -3.64 -4.21 0.065
C -0.20 -5.04 -4.36 0.014
H -0.49 -3.17 -3.25 0.034
H -0.42 -2.99 -5.02 -0.006
H 0.87 -4.99 -4.62 0.001
H -0.28 -5.63 -3.42 -0.002
H -0.72 -5.61 -5.15 -0.002
C -3.16 -3.26 -2.56 0.071
C -4.57 -3.73 -2.18 0.012
H -3.09 -2.17 -2.43 0.036
H -2.41 -3.72 -1.88 -0.003
H -4.65 -3.91 -1.09 0.000
H -5.33 -2.98 -2.46 -0.001
H -4.83 -4.68 -2.69 -0.002
C -2.88 -1.84 -4.98 0.072
C -3.15 -1.76 -6.49 0.011
H -1.99 -1.24 -4.71 0.030
H -3.73 -1.40 -4.43 -0.008
H -3.63 -0.81 -6.76 0.000
H -2.21 -1.84 -7.07 0.000
H -3.81 -2.59 -6.81 -0.004
C 2.00 2.59 4.39 0.000
C 1.05 2.22 3.30 0.000
C -0.25 2.67 3.16 0.000
C -0.73 2.02 2.05 0.000
N 0.24 1.24 1.53 0.000
N 1.32 1.36 2.30 0.000
C -2.12 2.10 1.51 0.000
H 2.17 3.68 4.38 0.000
H 1.57 2.28 5.37 0.000
H 2.97 2.07 4.24 0.000
H -0.78 3.35 3.81 0.000
H 2.21 0.84 2.17 0.000
H -2.83 1.76 2.29 0.000
H -2.35 3.15 1.23 0.000
H -2.23 1.45 0.62 0.000

=====

Entry 2:
60
Properties=species:S:1:pos:R:3:mulliken_charge:R:1 method="wB97M-V/def2-TZVPD" relative_energy_kj_mol=0.00 orbital_gap_ev=8.100 spin_multiplicity=1 smiles="Oc1ccc2c(c1)Nc1cc(Cl)ccc1S2.CN(C)C=O.CN(C)C=O.CN(C)C=O"
O 1.36 0.35 7.40 -0.551
C 1.10 0.24 6.05 -0.088
C -0.21 0.20 5.61 -0.546
C -0.47 0.05 4.26 -0.479
C 0.57 -0.08 3.35 0.731
C 1.88 -0.05 3.80 0.231
C 2.15 0.12 5.15 -0.667
N 2.92 -0.20 2.86 -0.218
C 2.83 0.53 1.66 0.455
C 3.92 1.19 1.13 -0.994
C 3.78 1.87 -0.07 0.227
Cl 5.17 2.69 -0.71 -0.240
C 2.57 1.92 -0.75 -0.965
C 1.48 1.27 -0.20 -0.627
C 1.60 0.56 0.98 0.672
S 0.25 -0.37 1.64 -0.217
H 1.68 1.24 7.58 0.322
H -1.01 0.29 6.33 0.448
H -1.49 0.02 3.91 0.412
H 3.17 0.14 5.50 0.324
H 3.84 -0.15 3.28 0.268
H 4.88 1.20 1.64 0.329
H 2.45 2.45 -1.69 0.709
H 0.52 1.30 -0.70 0.454
C -1.93 -4.91 2.09 0.064
O -1.85 -4.09 2.99 -0.569
N -1.80 -4.62 0.78 0.188
C -1.92 -5.63 -0.24 -0.787
C -1.54 -3.24 0.40 -0.714
H -2.12 -5.98 2.28 0.239
H -1.00 -5.70 -0.83 0.304
H -2.74 -5.41 -0.92 0.200
H -2.11 -6.60 0.22 0.309
H -0.60 -2.91 0.84 0.205
H -2.34 -2.59 0.76 0.281
H -1.47 -3.17 -0.69 0.286
C -1.43 -2.61 -4.12 0.116
O -1.04 -2.56 -2.97 -0.564
N -2.71 -2.87 -4.47 0.118
C -3.14 -2.90 -5.86 -0.914
C -3.68 -3.12 -3.42 -0.783
H -0.77 -2.42 -4.98 0.235
H -3.91 -2.15 -6.04 0.332
H -3.54 -3.88 -6.12 0.334
H -2.29 -2.69 -6.50 0.287
H -3.74 -2.26 -2.75 0.292
H -3.38 -3.98 -2.83 0.148
H -4.65 -3.30 -3.87 0.383
C 0.28 5.16 -2.83 0.087
O 0.63 4.01 -2.99 -0.547
N 0.82 6.00 -1.92 0.157
C 0.38 7.36 -1.75 -0.923
C 1.89 5.48 -1.09 -0.841
H -0.52 5.63 -3.42 0.243
H 1.20 8.06 -1.94 0.326
H 0.00 7.53 -0.74 0.329
H -0.42 7.57 -2.46 0.294
H 2.73 5.16 -1.70 0.285
H 1.54 4.61 -0.52 0.222
H 2.23 6.25 -0.40 0.387

=====

Entry 3:
177
Properties=species:S:1:pos:R:3:mulliken_charge:R:1 method="wB97M-V/def2-TZVPD" orbital_gap_ev=6.746 spin_multiplicity=1 charge=+1
C -3.08 -1.08 3.18 0.179
C -3.05 -1.53 2.07 -2.517
C -3.00 -1.79 0.56 2.997
C -1.67 -2.63 0.53 -1.275
C -1.46 -3.85 1.46 -0.971
C 0.03 -4.31 1.27 -0.483
C 0.18 -5.20 0.01 -0.351
C -2.84 -0.41 -0.27 3.146
C -3.00 0.77 0.75 -1.897
C -2.89 2.25 0.28 -1.380
C -1.55 2.93 0.60 -0.719
N -1.07 2.89 1.97 -0.323
O -0.95 3.52 -0.25 -0.446
C -1.50 -0.19 -0.98 0.637
F -1.20 -1.12 -1.92 -0.298
F -1.60 0.91 -1.81 -0.359
C -0.12 0.10 -0.26 0.415
F 0.56 1.09 -0.83 -0.174
F -0.05 0.30 1.05 -0.255
F 0.68 -0.97 -0.47 -0.290
C -4.02 -0.25 -1.33 0.221
C -3.83 -0.50 -2.84 -2.366
C -3.46 -1.83 -3.50 -0.128
C -4.24 -1.99 -4.82 0.238
F -4.68 -0.93 -5.53 -0.351
C -4.45 -3.22 -5.32 0.079
F -5.58 -3.76 -5.66 -0.254
F -3.39 -4.01 -5.51 -0.116
C -5.46 -0.62 -0.82 -2.891
N -6.30 0.48 -0.43 1.456
C -7.43 0.72 -1.31 0.387
O -8.55 0.58 -0.98 -0.395
F -7.11 1.15 -2.52 -0.202
C -5.94 1.71 0.15 0.174
O -5.65 2.66 -0.49 -0.415
F -5.98 1.88 1.48 -0.213
N -5.63 -1.98 -0.10 1.767
C -6.68 -1.75 0.97 -0.532
F -7.38 -2.90 1.34 -0.495
C -6.36 -1.04 2.27 -0.043
C -7.62 -0.29 2.84 -1.515
S -6.53 -3.14 -1.26 1.171
C -8.23 -2.53 -1.61 -1.108
O -5.97 -3.17 -2.59 -0.482
O -6.68 -4.47 -0.79 -0.594
C -4.35 -2.65 0.31 0.027
Br -4.63 -3.86 1.89 0.084
C -3.85 -3.70 -0.63 -1.800
C -3.59 -4.63 -1.35 -0.134
H -3.25 -0.99 4.23 0.580
H -1.31 -2.93 -0.45 0.220
H -0.95 -1.94 1.00 1.253
H -1.57 -3.67 2.53 0.486
H -2.04 -4.71 1.11 0.291
H 0.69 -3.44 1.26 0.194
H 0.28 -4.90 2.16 0.406
H 0.89 -6.01 0.25 -0.379
H -0.78 -5.69 -0.24 0.196
H 0.47 -4.63 -0.88 0.340
H -2.27 0.73 1.57 1.615
H -3.95 0.71 1.30 -0.141
H -3.62 2.86 0.83 0.970
H -3.07 2.47 -0.78 0.150
H -0.09 2.61 1.90 0.247
H -1.01 3.87 2.24 0.381
H -4.10 0.85 -1.38 -0.422
H -4.79 -0.18 -3.30 1.281
H -3.19 0.27 -3.30 0.818
H -3.58 -2.78 -2.98 -0.619
H -2.41 -1.80 -3.84 0.948
H -5.93 -0.85 -1.80 0.889
H -7.57 -1.23 0.59 0.802
H -6.14 -1.77 3.06 0.833
H -5.54 -0.32 2.29 -0.415
H -8.45 -0.22 2.13 0.334
H -7.34 0.70 3.22 0.345
H -8.01 -0.82 3.72 0.400
H -8.65 -3.39 -2.13 0.550
H -8.83 -2.39 -0.71 0.322
H -8.24 -1.70 -2.32 0.277
H -3.23 -5.15 -2.21 0.672
O 1.89 5.77 0.77 -0.527
C 1.62 6.16 -0.33 0.324
O 1.76 7.45 -0.71 -0.391
C 1.25 7.61 -2.05 -0.519
C 1.30 6.22 -2.67 -0.595
C 1.05 5.33 -1.46 0.377
H 0.24 8.01 -1.99 0.335
H 1.88 8.32 -2.59 0.377
H 0.58 6.09 -3.47 0.388
H 2.30 6.03 -3.07 0.274
H -0.01 5.18 -1.27 0.178
H 1.57 4.38 -1.54 -0.179
O 5.78 1.81 2.11 -0.560
C 5.34 1.84 1.00 0.361
O 5.61 0.91 0.05 -0.406
C 5.01 1.28 -1.20 -0.622
C 3.88 2.23 -0.82 0.245
C 4.44 2.92 0.43 0.341
H 5.77 1.76 -1.82 0.259
H 4.64 0.40 -1.70 0.370
H 3.62 2.92 -1.62 0.336
H 2.99 1.66 -0.56 -0.325
H 5.04 3.80 0.18 -0.200
H 3.65 3.18 1.13 0.156
O 4.21 4.81 7.16 -0.589
C 5.04 4.57 6.33 0.574
O 6.17 3.87 6.58 -0.390
C 7.01 3.86 5.40 -0.605
C 6.07 4.13 4.25 -0.139
C 5.03 5.03 4.89 0.107
H 7.77 4.63 5.51 0.257
H 7.50 2.89 5.32 0.355
H 6.56 4.58 3.39 0.398
H 5.59 3.21 3.92 0.049
H 5.32 6.09 4.85 0.293
H 4.04 4.89 4.45 -0.332
O -0.34 -7.57 -4.22 -0.562
C -0.67 -7.52 -5.36 0.492
O -0.45 -8.52 -6.25 -0.378
C -0.86 -8.11 -7.56 -0.449
C -1.87 -7.00 -7.34 -0.576
C -1.34 -6.35 -6.06 0.169
H 0.02 -7.78 -8.12 0.247
H -1.30 -8.96 -8.08 0.329
H -1.95 -6.31 -8.18 0.360
H -2.86 -7.42 -7.15 0.275
H -0.60 -5.58 -6.26 0.259
H -2.15 -5.95 -5.45 -0.154
O -1.91 6.38 5.56 -0.594
C -0.75 6.41 5.26 0.349
O -0.25 5.78 4.16 -0.291
C 1.19 5.91 4.14 0.230
C 1.49 7.13 4.99 -0.510
C 0.37 7.09 6.03 -0.412
H 1.63 5.00 4.56 0.086
H 1.53 6.03 3.12 0.043
H 2.49 7.11 5.42 0.306
H 1.40 8.03 4.39 0.302
H 0.63 6.48 6.89 0.250
H 0.07 8.09 6.34 0.320
O 2.47 -3.00 2.45 -0.619
C 3.63 -3.04 2.15 0.529
O 4.10 -3.69 1.05 -0.347
C 5.54 -3.63 1.02 -0.547
C 5.89 -2.43 1.88 0.062
C 4.78 -2.42 2.91 -0.546
H 5.94 -4.56 1.42 0.268
H 5.87 -3.52 -0.01 0.383
H 6.89 -2.48 2.30 0.379
H 5.83 -1.52 1.28 -0.226
H 5.01 -3.05 3.78 0.312
H 4.53 -1.41 3.23 0.316
O 7.12 7.18 1.52 -0.592
C 6.71 7.25 0.40 0.515
O 6.98 6.33 -0.56 -0.380
C 6.43 6.75 -1.82 -0.504
C 5.33 7.73 -1.46 0.213
C 5.86 8.37 -0.18 -0.529
H 7.23 7.21 -2.41 0.316
H 6.06 5.88 -2.36 0.321
H 5.12 8.44 -2.26 0.436
H 4.41 7.19 -1.24 -0.426
H 6.50 9.23 -0.39 0.311
H 5.06 8.64 0.50 0.292
O 2.36 -7.54 1.29 -0.617
C 2.73 -8.07 0.28 0.580
O 1.91 -8.80 -0.51 -0.348
C 2.66 -9.40 -1.58 -0.419
C 3.91 -8.54 -1.71 -0.544
C 4.13 -8.08 -0.28 -0.204
H 2.89 -10.43 -1.31 0.259
H 2.06 -9.40 -2.49 0.327
H 4.75 -9.07 -2.14 0.338
H 3.70 -7.67 -2.34 0.255
H 4.73 -8.79 0.29 0.309
H 4.58 -7.09 -0.23 0.029

=====

Entry 4:
74
Properties=species:S:1:pos:R:3:mulliken_charge:R:1 method="wB97M-V/def2-TZVPD" relative_energy_kj_mol=0.00 orbital_gap_ev=4.176 spin_multiplicity=1 charge=-1
C 1.26 0.51 -3.18 -1.917
C 2.28 0.94 -2.11 0.865
C 3.74 0.64 -2.47 0.211
C 4.63 1.72 -2.65 0.888
C 4.13 3.14 -2.65 -1.668
C 5.99 1.47 -2.84 -0.957
C 6.49 0.17 -2.96 0.766
C 7.95 -0.04 -3.22 -1.457
C 5.59 -0.89 -2.85 -1.051
C 4.23 -0.68 -2.65 1.116
C 3.31 -1.87 -2.62 -1.461
H 0.37 1.15 -3.06 0.446
H 1.67 0.72 -4.18 0.372
H 0.97 -0.54 -3.13 0.337
H 2.17 2.03 -2.11 0.356
H 4.96 3.84 -2.78 0.369
H 3.41 3.32 -3.46 0.329
H 3.64 3.40 -1.70 0.263
H 6.68 2.32 -2.88 0.303
H 8.18 -1.11 -3.29 0.337
H 8.27 0.43 -4.16 0.311
H 8.57 0.39 -2.43 0.312
H 5.97 -1.92 -2.91 0.212
H 3.90 -2.79 -2.73 0.364
H 2.76 -1.94 -1.68 0.195
H 2.58 -1.85 -3.43 0.262
C -2.58 1.28 6.69 -1.277
C -3.24 1.37 5.32 -0.368
C -2.51 0.56 4.25 -0.345
C -3.15 0.75 2.87 -1.238
Sn -2.35 -0.41 1.23 0.748
C -2.53 -2.43 1.98 -1.253
C -2.02 -3.51 1.01 -0.411
C -0.71 -4.15 1.48 -0.353
C -0.16 -5.15 0.47 -1.297
C -3.68 -0.29 -0.47 -1.233
C -4.89 0.63 -0.21 -0.163
C -4.84 1.93 -1.01 -0.322
C -6.09 2.79 -0.83 -1.299
C -0.41 0.20 0.57 -0.295
C 0.18 1.46 0.76 -0.265
C 1.39 1.65 0.12 -1.161
C 1.92 0.54 -0.70 -0.070
S 0.58 -0.74 -0.45 -0.271
H -3.12 1.90 7.41 0.377
H -2.60 0.25 7.06 0.310
H -1.55 1.62 6.65 0.315
H -4.28 1.01 5.38 0.284
H -3.29 2.42 5.00 0.331
H -1.45 0.86 4.23 0.285
H -2.54 -0.51 4.53 0.226
H -4.21 0.46 2.89 0.320
H -3.09 1.80 2.55 0.444
H -2.01 -2.44 2.95 0.458
H -3.61 -2.53 2.16 0.405
H -2.79 -4.29 0.92 0.387
H -1.88 -3.10 0.00 0.292
H 0.03 -3.37 1.68 0.250
H -0.91 -4.66 2.44 0.382
H 0.69 -5.69 0.90 0.380
H -0.92 -5.88 0.18 0.320
H 0.19 -4.64 -0.43 0.249
H -3.04 0.05 -1.30 0.424
H -3.99 -1.32 -0.64 0.437
H -5.81 0.08 -0.47 0.359
H -4.98 0.87 0.86 0.012
H -3.95 2.50 -0.72 0.220
H -4.73 1.67 -2.07 0.345
H -6.03 3.67 -1.49 0.383
H -6.99 2.23 -1.08 0.310
H -6.17 3.16 0.20 0.290
H -0.29 2.24 1.36 0.364
H 1.94 2.59 0.13 0.178
H 2.77 0.01 -0.21 0.433

=====

Calculated maximum force in order - 0.0929 0.0097 0.1217 0.0585 Eh/bohr